# C5H13NS

The molecule C5H13NS (wB97M-V/def2-TZVPD, the Open Molecules 2025 dataset).

Properties
Max |F| = 2.48 eV/Å
Gap between HOMO and LUMO = 9.84 eV
Electronic energy = -651.20321 Ha
HOMO level = -8.94 eV
ΔE to the lowest compared entry with this formula, charge and spin = 1.109 eV
Charge = 0
SMILES = CCN[C@@H](C)CS

CARTESIAN COORDINATES (ANGSTROEM)
S1 -2.456 -1.771 -0.787
H1 2.277 -0.152 -2.122
C1 1.936 0.564 -1.344
C2 -1.101 -0.437 -0.613
H2 1.809 -1.081 -0.037
H3 -1.341 -0.275 2.754
C3 -0.575 -0.211 0.817
C4 1.811 -0.007 0.087
H4 2.709 0.215 0.687
H5 -2.532 -1.744 -2.093
H6 1.052 1.160 -1.537
H7 -0.336 -0.642 -1.362
H8 -1.578 0.437 -1.046
H9 0.572 1.512 0.555
H10 2.765 1.261 -1.334
H11 -1.376 1.343 1.993
H12 -0.103 -1.190 1.142
C5 -1.594 0.277 1.868
N1 0.672 0.548 0.866
H13 -2.610 0.193 1.507

Results of the natural (NBO) charge analysis, in e, for atoms 1 through 6: S -0.090; H 0.219; C -0.649; C -0.489; H 0.196; H 0.226

# H24NO15

A cluster of 13 separate species, H24NO15 in total (wB97M-V/def2-TZVPD, the Open Molecules 2025 dataset).

Properties
Max |F| = 5.83 eV/Å
Gap between HOMO and LUMO = 9.73 eV
Electronic energy = -1197.72497 Ha
HOMO level = -7.22 eV
ΔE to the lowest compared entry with this formula, charge and spin = 0.990 eV
Charge = -1

CARTESIAN COORDINATES (ANGSTROEM)
H1 2.044 -0.587 -1.282
H2 -0.112 -0.439 -2.545
O1 -0.105 -1.840 0.486
H3 2.393 -0.830 0.155
H4 -3.159 3.153 1.696
O2 -0.485 0.204 1.150
H5 -2.832 2.204 -0.383
O3 1.697 -0.757 2.655
H6 -0.601 3.967 0.408
O4 2.232 2.119 0.988
H7 -1.518 0.302 3.788
H8 -0.004 -3.817 -1.577
O5 -1.515 1.257 3.690
O6 -2.888 2.292 1.516
O7 2.375 -3.359 0.288
H9 0.148 1.659 -1.225
H10 -1.718 -2.028 -3.000
H11 -1.209 -2.175 -1.629
O8 0.692 -0.345 -3.043
H12 -2.139 1.058 -0.957
O9 2.606 -0.329 -0.626
H13 1.572 -2.933 0.586
O10 -2.782 1.740 -1.235
O11 -1.296 -2.633 -2.462
N1 -0.677 -0.738 0.315
H14 1.776 0.051 3.151
H15 -0.998 2.738 1.071
O12 -0.227 3.210 0.882
O13 0.374 2.120 -2.038
O14 -0.903 -0.417 -0.845
H16 0.721 -1.119 -3.607
H17 1.333 2.409 0.846
H18 -0.637 1.511 3.572
H19 0.921 -0.604 2.078
H20 2.197 1.182 0.722
H21 2.563 -2.956 -0.565
H22 0.590 1.431 -2.660
H23 1.413 -4.071 -0.994
H24 -2.610 1.750 2.269
O15 0.766 -4.380 -1.650

Results of the natural (NBO) charge analysis, in e, for atoms 1 through 6: H 0.477; H 0.495; O -0.552; H 0.475; H 0.474; O -0.545

# C25H18BrN3O3RuS9

A structure of composition C25H18BrN3O3RuS9 (wB97M-V/def2-TZVPD, the Open Molecules 2025 dataset).

Properties
Max |F| = 3.11 eV/Å
Gap between HOMO and LUMO (alpha / beta) = 5.14 / 5.83 eV
Electronic energy = -7606.10657 Ha
HOMO level (alpha / beta) = -4.02 / -4.04 eV
2S+1 = 2
ΔE to the lowest compared entry with this formula, charge and spin = 2.347 eV
Charge = -1

CARTESIAN COORDINATES (ANGSTROEM)
H1 -5.019 -4.985 -2.813
C1 -0.953 -4.624 2.335
C2 -2.256 -2.848 1.674
H2 2.699 4.340 1.376
C3 -1.474 -2.987 0.569
H3 0.632 1.615 3.889
C4 -1.594 -2.124 -0.673
C5 -4.424 -4.134 -2.545
N1 4.091 4.234 2.870
S1 -0.515 -2.263 -3.281
S2 1.574 2.528 -5.123
H4 -0.493 -5.404 2.907
C6 -2.762 -2.657 -1.482
S3 -0.010 3.759 -7.320
N2 -1.276 1.325 1.426
C7 4.748 2.072 3.588
O1 1.239 2.321 0.468
S4 -1.400 1.365 -2.226
C8 -0.398 0.813 2.304
H5 -2.679 2.760 2.043
S5 0.281 -0.694 2.215
O2 -1.768 -0.817 -0.319
C9 3.282 3.669 1.990
H6 2.917 -1.968 -2.214
S6 1.947 1.114 -2.553
C10 1.849 -2.065 -2.304
H7 -1.802 0.714 0.796
C11 0.973 -2.095 -1.182
C12 -0.684 3.013 2.929
C13 3.184 2.292 1.816
C14 -1.959 -3.786 2.688
C15 0.890 1.838 -3.658
S7 -1.318 2.677 -4.883
C16 3.936 1.469 2.647
S8 -3.239 -4.313 -1.310
C17 -3.496 -2.029 -2.436
H8 -3.350 -0.996 -2.693
H9 -1.446 3.346 0.892
C18 -4.444 -2.878 -3.053
H10 -1.211 3.475 3.768
S9 -0.359 -4.293 0.752
H11 1.584 -2.087 -4.486
C19 -1.625 2.693 1.751
H12 -2.480 -3.835 3.629
Ru1 0.313 0.288 -0.572
C20 0.077 3.030 -5.859
H13 -5.111 -2.560 -3.835
H14 3.864 0.397 2.539
C21 -0.353 -2.204 -1.560
H15 -3.009 -2.082 1.745
Br1 5.766 1.023 4.810
H16 0.136 3.669 2.615
H17 1.329 -2.196 -0.159
O3 2.515 0.508 0.427
C22 4.820 3.457 3.649
C23 1.190 -2.128 -3.489
C24 -0.480 1.930 -3.531
H18 5.486 3.951 4.342
C25 2.247 1.662 0.810
N3 -0.183 1.704 3.303

Results of the natural (NBO) charge analysis, in e, for atoms 1 through 6: H 0.223; C -0.432; C -0.244; H 0.212; C -0.179; H 0.414

# C4H11N2O

The ion C4H11N2O with charge -1 (wB97M-V/def2-TZVPD, the Open Molecules 2025 dataset).

Properties
Max |F| = 4.31 eV/Å
Gap between HOMO and LUMO = 6.16 eV
Electronic energy = -343.67494 Ha
HOMO level = -2.11 eV
ΔE to the lowest compared entry with this formula, charge and spin = 2.619 eV
Charge = -1
SMILES = C[C@H](N)CNC[O-]

CARTESIAN COORDINATES (ANGSTROEM)
H1 -0.950 -0.857 1.516
C1 1.832 1.118 0.682
H2 -2.214 -0.875 -0.621
H3 2.758 0.924 1.186
N1 -1.213 0.785 -0.134
N2 1.207 -1.292 0.176
H4 0.779 -0.996 -0.783
H5 1.240 1.940 0.914
H6 -0.783 0.777 2.000
H7 2.187 1.158 -0.290
H8 -2.578 0.438 -1.848
O1 -0.752 -0.571 -1.753
C2 -1.834 -0.098 -1.162
H9 1.204 -0.364 2.241
H10 2.177 -1.489 0.071
H11 -0.478 1.386 -0.554
C3 1.007 -0.134 1.031
C4 -0.551 0.126 1.098

Results of the natural (NBO) charge analysis, in e, for atoms 1 through 6: H 0.198; C -0.661; H 0.107; H 0.194; N -0.709; N -0.901

# C22H42NNdP3S2

A structure of composition C22H42NNdP3S2 (wB97M-V/def2-TZVPD, the Open Molecules 2025 dataset).

Properties
Max |F| = 2.41 eV/Å
Gap between HOMO and LUMO (alpha / beta) = 6.73 / 6.94 eV
Electronic energy = -3299.13825 Ha
HOMO level (alpha / beta) = -16.29 / -16.29 eV
2S+1 = 4
ΔE to the lowest compared entry with this formula, charge and spin = 0.000 eV
Charge = +3

CARTESIAN COORDINATES (ANGSTROEM)
H1 5.774 5.821 -0.971
H2 -3.422 0.350 -2.305
C1 1.266 -5.335 3.038
C2 3.512 0.025 0.504
H3 2.443 -4.026 1.903
H4 -0.971 -0.279 -3.900
C3 2.760 -0.010 1.644
H5 -3.940 -1.317 -2.742
C4 4.213 4.302 -1.245
C5 -0.927 -2.188 3.200
C6 -0.625 3.227 0.810
N1 1.533 -4.472 1.998
H6 -3.912 1.622 -0.241
S1 1.032 -2.932 -0.129
C7 -1.181 -1.313 -3.601
P1 -1.127 -0.713 2.092
H7 0.136 -2.381 3.350
H8 -1.056 3.284 1.820
C8 4.922 5.929 -2.957
H9 -3.349 2.134 1.400
C9 -3.216 2.265 0.318
H10 -3.412 3.312 0.053
H11 4.218 0.807 0.264
H12 2.518 0.856 2.242
C10 -1.152 0.540 3.448
P2 -1.702 -1.343 -1.838
C11 -3.415 -0.702 -1.994
H13 2.700 1.298 -1.252
C12 -2.120 -3.125 -1.749
C13 -0.592 -4.846 1.011
H14 -0.270 -1.916 -3.700
C14 4.016 5.331 -3.830
H15 -3.445 -0.970 2.825
H16 2.316 -0.957 1.965
H17 -1.196 -3.713 -1.745
H18 3.963 5.706 -4.852
H19 -1.216 -4.729 0.127
H20 -2.667 -3.316 -0.818
C15 -0.895 -5.750 2.021
H21 -3.125 -1.859 1.298
H22 -1.494 1.521 3.095
H23 2.073 -5.474 3.749
C16 0.606 -4.128 1.026
H24 -3.925 -0.788 -1.026
H25 -0.176 -6.712 3.813
H26 -0.127 0.656 3.824
H27 -3.368 -0.102 1.254
H28 3.394 -0.792 -0.225
H29 5.524 6.790 -3.277
C17 0.022 -5.966 3.059
P3 -1.499 1.904 -0.135
C18 5.035 5.389 -1.666
H30 -1.635 3.723 -1.743
H31 -1.837 -6.299 1.963
H32 -0.801 4.179 0.288
C19 3.206 4.261 -3.402
H33 -2.748 -3.416 -2.605
S2 1.990 2.477 -1.469
C20 3.230 3.760 -2.096
H34 2.576 3.738 -4.099
H35 -1.795 0.173 4.265
H36 -1.396 -1.997 4.172
H37 4.343 3.842 -0.251
Nd1 0.582 0.104 -0.582
H38 0.462 3.048 0.866
C21 -1.491 2.628 -1.848
H39 -0.526 2.424 -2.355
H40 -1.993 -1.742 -4.202
H41 -2.307 2.190 -2.451
H42 -1.368 -3.081 2.752
C22 -2.948 -0.924 1.844

Results of the Mulliken charge analysis, in e, for atoms 1 through 6: H 0.361; H 0.301; C -0.373; C -0.916; H 0.266; H 0.398